1.
C6H14 | ωB97M-V/def2-TZVPD

The multiplicity is 1. The value obtained for the HOMO-LUMO gap is 10.91 eV. For the LUMO energy, the calculation gives 1.291 eV. Its HOMO energy is -0.35343 Eh.

Element x y z (Å)
C  3.095  0.486  0.425
C  -0.486  0.000  -0.242
C  -2.999  -0.417  -0.340
C  -1.873  0.452  0.213
C  0.624  0.934  0.248
C  1.980  0.579  -0.295
H  0.373  1.960  -0.061
H  -0.292  -1.023  0.109
H  4.050  0.238  -0.029
H  0.657  0.940  1.345
H  1.931  -2.954  0.012
H  3.093  0.664  1.499
H  -1.912  0.453  1.311
H  -0.462  -0.044  -1.341
H  -3.979  -0.061  -0.003
H  2.092  -2.229  0.070
H  -2.028  1.494  -0.099
H  -2.999  -0.408  -1.436
H  -2.892  -1.459  -0.016
H  2.028  0.396  -1.371

---

2.
C3H5Li2O4 | ωB97M-V/def2-TZVPD

The multiplicity is 2. As for the charge: +2. The value obtained for the HOMO-LUMO gap (alpha / beta) is 9.75 / 8.60 eV. For the LUMO energy (alpha / beta), the calculation gives -8.256 / -9.962 eV. Its HOMO energy (alpha / beta) is -0.66178 / -0.68228 Eh.

Element x y z (Å)
O  2.108  0.918  -0.320
O  2.385  -1.141  0.405
O  -1.515  0.019  1.561
O  0.370  -0.553  -0.336
C  -0.453  0.414  -0.662
C  -1.877  0.226  -0.369
C  1.773  -0.254  -0.203
Li  3.696  1.191  0.719
Li  2.069  -2.937  0.647
H  -1.444  1.505  -0.337
H  -2.363  -0.310  1.918
H  -2.510  0.571  -1.216
H  -0.029  1.183  -1.317
H  -2.210  -0.834  -0.490

---

3.
C44H84N4O26 | ωB97M-V/def2-TZVPD

The multiplicity is 1. The value obtained for the HOMO-LUMO gap is 9.09 eV. For the LUMO energy, the calculation gives 0.016 eV. Its HOMO energy is -0.33337 Eh.

Element x y z (Å)
O  0.569  5.703  -4.053
O  -4.717  -3.883  1.982
O  5.352  3.304  4.569
O  1.504  1.522  -6.388
O  0.417  5.231  -1.739
O  -3.317  3.022  1.770
O  -3.190  2.246  -2.115
O  -0.224  1.013  1.057
O  -3.633  -5.435  3.198
O  3.102  1.993  8.056
O  -0.768  1.618  -6.475
O  -2.770  -3.560  -2.926
O  -0.489  -2.229  -6.832
O  -1.055  -0.987  1.218
O  -3.502  2.128  3.765
O  2.748  -3.619  -1.439
O  1.824  -2.079  -6.917
O  1.571  2.803  6.694
O  -0.252  -5.160  6.029
O  0.367  -0.362  2.833
O  4.195  2.044  2.981
O  1.557  -1.704  -1.435
O  -4.236  0.942  1.874
O  4.863  3.449  -0.841
O  -3.171  -3.244  3.406
O  0.277  2.167  -4.536
N  -2.055  -4.777  -1.149
N  -4.875  0.750  -1.616
N  0.350  -4.966  3.873
N  3.483  1.717  -1.451
C  -1.807  1.881  -5.534
C  -6.059  0.426  -0.847
C  -2.977  -4.398  -2.081
C  3.420  -3.344  -3.870
C  -2.313  -5.705  -0.059
C  0.823  1.568  6.644
C  2.497  5.100  -2.736
C  -3.795  -4.287  2.860
C  0.617  -5.570  2.579
C  0.568  -1.523  -8.886
C  -0.926  5.561  -1.637
C  6.120  3.347  2.266
C  2.718  2.899  7.347
C  -3.171  3.500  3.978
C  -2.581  3.892  2.619
C  4.425  2.676  -1.731
C  3.506  4.206  7.182
C  -3.716  1.939  2.473
C  2.320  -2.509  -0.877
C  -0.067  1.424  5.447
C  -4.358  -2.561  1.554
C  0.094  -5.700  4.982
C  -1.677  -0.409  0.071
C  2.748  -2.267  0.494
C  3.528  -0.146  3.773
C  -0.234  -0.120  1.798
C  -0.742  0.744  -0.224
C  2.703  1.032  -2.379
C  -4.480  -0.281  -2.598
C  -0.729  -4.174  -1.190
C  -1.635  4.918  -0.423
C  -0.698  -1.336  -4.469
C  2.959  1.493  -0.193
C  -0.567  -2.537  -5.439
C  -3.686  -1.998  2.840
C  5.248  2.841  3.441
C  2.518  -4.042  -2.795
C  1.057  5.379  -2.924
C  -4.163  1.880  -1.421
C  0.265  -3.510  3.793
C  0.459  1.811  -5.843
C  0.716  -2.025  -7.431
C  -1.047  2.346  -4.259
C  3.274  1.380  3.844
H  -1.205  1.594  -0.725
H  1.451  -3.984  -3.010
H  -4.105  -1.231  -2.215
H  -4.431  2.432  -0.507
H  4.517  -0.389  4.162
H  -2.365  0.975  -5.297
H  -2.687  4.973  2.530
H  -5.835  -0.345  -0.110
H  1.511  0.722  6.642
H  0.145  -6.794  4.869
H  -0.762  -1.526  -3.397
H  -1.316  1.813  -3.347
H  -0.544  -3.575  -2.082
H  -6.502  1.238  -0.271
H  -4.027  4.117  4.252
H  1.417  -1.004  -9.331
H  3.680  4.747  8.112
H  0.481  -2.406  -9.520
H  -4.356  -1.598  3.601
H  2.934  6.055  -3.025
H  -0.960  2.006  5.673
H  0.225  -3.126  -4.976
H  0.112  -0.624  -4.631
H  1.690  -5.559  2.389
H  1.232  -3.097  3.505
H  -2.594  4.499  -0.729
H  -1.638  -0.813  -4.644
H  -1.391  5.194  -2.552
H  -5.226  -1.946  1.315
H  0.163  -4.772  -1.000
H  -3.955  -4.873  -1.910
H  2.272  1.676  3.535
H  1.781  -1.877  0.813
H  -0.763  -3.442  -0.383
H  -0.329  -0.930  -9.063
H  3.435  1.652  4.887
H  2.746  -5.107  -2.780
H  -3.630  -0.057  -3.242
H  0.276  1.485  7.583
H  4.451  -3.383  -3.520
H  5.513  3.578  1.391
H  -0.385  0.383  5.406
H  0.313  1.726  4.471
H  -1.090  4.183  0.169
H  4.875  2.743  -2.733
H  3.564  -1.555  0.618
H  1.652  1.317  -2.410
H  -1.726  -1.154  -0.724
H  6.687  4.227  2.570
H  -2.344  -5.161  0.885
H  3.380  -3.955  -4.772
H  -1.019  6.646  -1.687
H  2.965  -3.122  1.135
H  0.079  -5.048  1.788
H  -0.427  -3.161  3.027
H  6.795  2.545  1.964
H  -2.841  -1.317  2.743
H  -2.479  3.609  4.813
H  -2.667  -0.076  0.381
H  0.064  -3.096  4.781
H  -2.570  2.587  -5.862
H  -5.392  -0.437  -3.175
H  2.727  -0.057  -2.336
H  1.993  1.977  -0.043
H  -6.858  0.047  -1.485
H  -1.515  -6.437  0.065
H  3.035  1.322  -3.376
H  -3.610  -2.555  0.761
H  0.144  0.401  -0.758
H  3.637  1.888  0.564
H  4.506  3.942  6.838
H  -3.281  -6.178  -0.223
H  2.751  4.260  -3.384
H  3.256  -2.292  -4.101
H  3.617  -0.451  2.731
H  0.338  -6.623  2.616
H  3.025  4.813  6.415
H  2.713  -0.746  4.178
H  -1.163  3.422  -4.131
H  -1.900  5.736  0.246
H  2.752  4.796  -1.721
H  -1.504  3.762  2.515
H  2.919  0.431  0.047
H  -1.504  -3.084  -5.333

---

The evaluated energy above the lowest of the compared OMol25 structures with the same formula, charge and spin for the records listed, in turn: 39.2 0.0 31.0 kcal per mole.